No. 1
10
Properties=species:S:1:pos:R:3 method="wB97M-V/def2-TZVPD" max_force_ev_per_a=4.46 e_above_lowest_kcal_mol=57.9 spin_multiplicity=1 e_homo_ev="-5.3 / -3.0" total_charge=-1
C 1.09 -1.10 0.09
O -1.53 0.76 -1.35
O 3.00 -1.36 1.90
O -2.97 1.46 0.61
O -2.34 3.12 -1.13
S 2.47 -2.14 0.76
S -2.04 1.79 -0.48
H 1.48 -0.34 -0.70
H 0.50 -0.54 0.84
H 0.34 -1.66 -0.53



No. 2
11
Properties=species:S:1:pos:R:3 method="wB97M-V/def2-TZVPD" max_force_ev_per_a=0.47 e_above_lowest_kcal_mol=13.4 spin_multiplicity=1 e_homo_ev=-8.6 total_charge=0
Cl -2.48 -3.13 2.24
S -1.13 -2.52 0.86
C -1.36 -0.78 0.94
C -0.61 0.14 0.34
C 0.61 -0.07 -0.44
C 1.77 -0.52 0.02
Br 2.05 -1.02 1.82
H -2.25 -0.50 1.49
H -0.93 1.17 0.39
H 0.56 0.24 -1.48
H 2.65 -0.63 -0.59



No. 3
52
Properties=species:S:1:pos:R:3 method="wB97M-V/def2-TZVPD" max_force_ev_per_a=1.54 e_above_lowest_kcal_mol=7.6 s_squared=6.004 spin_multiplicity=5 e_homo_ev="-14.2 / -14.2" total_charge=+2
Ho -0.20 1.19 -0.97
N 2.96 -1.92 -2.21
C 2.18 -0.89 -1.90
S 0.55 -1.32 -1.38
N 2.70 0.31 -1.95
N 1.94 1.38 -1.71
C 2.52 2.53 -1.57
C 1.73 3.73 -1.35
C 2.34 4.97 -1.22
C 1.57 6.11 -1.07
C 0.19 5.97 -1.06
C -0.36 4.70 -1.16
N 0.37 3.59 -1.29
H 2.63 -2.87 -2.12
H 3.90 -1.74 -2.54
H 3.60 2.61 -1.64
H 3.42 5.04 -1.22
H 2.02 7.08 -0.97
H -0.46 6.83 -0.98
H -1.44 4.58 -1.14
C -3.34 -1.09 -1.82
C -3.51 0.24 -1.09
C -3.83 0.08 0.40
C -2.76 -0.67 1.20
N -1.52 0.15 1.18
C -0.26 -0.21 1.66
S 0.88 1.06 1.55
N 0.12 -1.38 2.12
C -0.54 -2.68 2.15
C 0.44 -3.73 2.66
C 1.51 -4.15 1.64
C 2.56 -3.09 1.34
H -3.38 -0.95 -2.89
H -4.16 -1.76 -1.55
H -2.40 -1.58 -1.56
H -4.34 0.79 -1.55
H -2.58 0.89 -1.25
H -4.76 -0.49 0.48
H -4.00 1.05 0.86
H -2.56 -1.64 0.76
H -3.11 -0.80 2.23
H -1.75 1.08 1.57
H 1.10 -1.43 2.40
H -0.86 -2.94 1.14
H -1.40 -2.64 2.81
H -0.14 -4.62 2.92
H 0.92 -3.38 3.57
H 1.02 -4.46 0.71
H 2.01 -5.03 2.04
H 2.14 -2.26 0.77
H 3.36 -3.52 0.75
H 3.00 -2.71 2.26